Record 1
Molecular formula: C26H34ClNiO2
Method: DFT, ωB97M-V with the def2-TZVPD basis set

Structure (XYZ):
```
64
Properties=species:S:1:pos:R:3:mulliken_spin:R:1
O 0.53710 -0.51626 -0.67659 0.0329
C 0.20747 0.91288 -0.84071 0.0014
C 1.37442 1.13312 -1.78435 0.0008
H 0.30190 1.39888 0.14128 0.0012
H -0.79448 1.02411 -1.27649 -0.0030
C 1.76418 -0.33139 -1.45340 -0.0035
H 2.09314 1.89648 -1.46032 0.0002
H 1.05772 1.25387 -2.83283 -0.0003
C 2.96534 -0.43084 -0.53131 0.0000
H 2.77225 0.10725 0.40419 -0.0001
H 3.84169 0.01112 -1.02458 0.0003
H 3.19911 -1.47990 -0.31001 0.0001
C 1.84830 -1.28821 -2.62533 -0.0023
H 1.04126 -1.10447 -3.34279 -0.0003
H 1.80866 -2.33143 -2.28259 0.0003
H 2.81064 -1.14365 -3.13651 -0.0001
Ni -0.88957 -2.27812 0.04935 1.3794
C -2.24385 -3.58904 -1.24905 0.0666
C -3.10600 -2.56745 -0.73343 0.0580
C -2.72272 -1.31254 -1.31088 -0.0325
H -3.87449 -2.71830 0.04251 -0.0093
C -1.66746 -1.55897 -2.23771 0.0764
C -1.36687 -2.96258 -2.20597 -0.0034
H -0.64287 -3.48225 -2.84864 0.0018
H -2.33179 -4.66664 -1.04187 -0.0160
H -3.19802 -0.33636 -1.11104 0.0040
H -1.24365 -0.82395 -2.93346 -0.0008
C -0.87762 -4.03235 1.41089 0.0936
C 0.03290 -4.29331 0.32815 0.0796
C 1.09010 -3.33408 0.40397 0.0926
H -0.03399 -5.12296 -0.39082 -0.0061
C 0.83114 -2.47154 1.52746 0.0201
C -0.35971 -2.92905 2.16201 0.1192
H -0.80762 -2.50203 3.06897 -0.0161
H -1.76859 -4.62531 1.65787 -0.0077
H 1.98645 -3.32765 -0.22576 -0.0001
H 1.47629 -1.65215 1.88432 0.0075
O 2.68507 4.48269 -0.93542 0.0000
C 3.68443 4.41064 -1.98097 0.0000
C 4.37879 5.78742 -2.13884 0.0000
H 3.19144 4.15869 -2.94084 0.0000
H 4.39015 3.59850 -1.74961 0.0000
C 3.24793 6.75103 -1.69003 0.0000
H 4.75939 5.97601 -3.13597 0.0000
H 5.19820 5.85497 -1.39582 0.0000
C 2.53271 5.89454 -0.60844 0.0000
H 2.56006 6.88475 -2.54843 0.0000
H 3.60192 7.71497 -1.34197 0.0000
H 1.46505 6.14011 -0.52306 0.0000
H 3.00818 6.12209 0.36741 0.0000
Cl -3.89720 -3.56086 2.33614 0.0007
C -3.77266 -2.03282 3.14030 0.0099
C -4.61623 -1.86419 4.21088 -0.0075
C -4.61957 -0.66394 4.92027 0.0185
C -3.78709 0.39275 4.53740 -0.0062
C -2.95071 0.27618 3.47769 0.0112
C -2.89963 -0.94826 2.75925 0.0033
C -2.20665 -0.98966 1.55159 0.0618
H -5.25670 -2.66533 4.50463 -0.0004
H -5.28354 -0.55747 5.77808 0.0022
H -3.78545 1.31891 5.08179 -0.0005
H -2.27679 1.08367 3.11706 0.0007
H -2.18222 -0.10052 0.89617 -0.0058
H -2.27964 -1.98978 1.09623 -0.0224
```

Calculated values
⟨S²⟩: 2.012
Total charge: -1
Kohn-Sham gap (spin up / spin down), eV: 4.2 / 4.3
Strongest force on any atom, hartree/bohr: 0.0387
Relative energy (zero: lowest compared OMol25 entry of this formula, charge and spin), kcal per mole: 9.3
2S+1: 3



Record 2
Molecular formula: C26H34F3GaNS2
Method: DFT, ωB97M-V with the def2-TZVPD basis set

Structure (XYZ):
```
67
Properties=species:S:1:pos:R:3:lowdin_charge:R:1
C -0.35524 6.58684 -4.86739 -0.0962
C 0.32465 5.28435 -5.27493 -0.2494
N -0.29013 4.14714 -4.56521 -0.2341
C -0.60593 3.01460 -5.43905 -0.2866
C -1.57326 2.03970 -4.76175 -0.0686
C 0.45363 3.77584 -3.43440 -1.1131
S 0.16717 4.49299 -1.99000 0.7091
S 1.70084 2.56773 -3.63255 0.9411
C 2.40851 2.27207 -1.98367 -0.4996
C 1.64997 1.24198 -1.15893 -0.3916
C 2.44295 0.92884 0.10072 -0.3888
Ga 1.44753 -0.25971 1.45126 0.2001
H -0.08948 7.40472 -5.53672 0.0656
H -0.08921 6.86317 -3.85389 0.0448
H -1.42770 6.42842 -4.91983 0.0731
H 1.39552 5.33849 -5.08516 0.1095
H 0.20213 5.18819 -6.35145 0.1091
H 0.27439 2.47450 -5.80520 0.0728
H -1.10814 3.40928 -6.31690 0.1088
H -2.58773 2.31109 -5.03156 0.0692
H -1.49912 2.11266 -3.68051 0.0695
H -1.36456 1.00817 -5.02541 0.0598
H 2.50561 3.20665 -1.44401 0.0447
H 3.41233 1.89038 -2.15656 0.0731
H 0.65537 1.59507 -0.89754 0.0778
H 1.53518 0.33407 -1.75106 0.0919
H 3.39287 0.44463 -0.13453 0.0279
H 2.67058 1.86544 0.61343 0.0294
H 2.06375 -0.00152 2.93731 -0.1503
H 1.71423 -1.82836 1.12259 -0.1623
H -0.11331 0.06386 1.50727 -0.1342
F 4.11307 -3.60568 -5.48909 0.0501
C 3.18950 -2.63479 -5.64928 -0.2879
C 2.14925 -2.84294 -6.53262 -0.0270
C 1.19840 -1.84547 -6.69350 -0.0860
C 1.30508 -0.65913 -5.98097 -0.0868
C 2.36093 -0.46859 -5.10145 -0.0812
C 3.31110 -1.46456 -4.92726 -0.0033
H 2.08923 -3.77314 -7.08213 0.1125
H 0.37250 -1.99627 -7.37633 0.1011
H 0.56345 0.11910 -6.10888 0.0805
H 2.43589 0.46365 -4.55234 0.0204
H 4.13656 -1.34025 -4.23888 0.1203
F -0.86136 1.18146 3.49096 0.0169
C -1.53070 0.47344 4.39617 -0.2984
C -2.46267 -0.45524 3.96795 -0.0087
C -3.15639 -1.19614 4.91370 -0.0941
C -2.91962 -0.99887 6.26849 -0.1291
C -1.98163 -0.06119 6.67886 -0.1022
C -1.27706 0.67887 5.74037 -0.0152
H -2.62999 -0.58893 2.90819 0.1149
H -3.88216 -1.93200 4.59229 0.1008
H -3.46359 -1.57884 7.00371 0.0941
H -1.79664 0.09438 7.73434 0.0964
H -0.53492 1.40738 6.03767 0.1155
F -2.35032 -5.66279 5.21002 0.0616
C -2.00827 -5.46204 6.49572 -0.2849
C -2.31473 -6.43430 7.42804 -0.0250
C -1.95977 -6.22805 8.75323 -0.0959
C -1.31522 -5.05728 9.12870 -0.1047
C -1.02030 -4.09163 8.17535 -0.0803
C -1.36330 -4.29323 6.84723 -0.0114
H -2.82375 -7.33636 7.11504 0.1133
H -2.18740 -6.98343 9.49379 0.0991
H -1.04274 -4.89821 10.16390 0.0962
H -0.52132 -3.17636 8.46431 0.1056
H -1.13450 -3.55390 6.09033 0.1205
```

Calculated values
Total charge: -1
Kohn-Sham gap, eV: 7.0
Strongest force on any atom, hartree/bohr: 0.0299